1.
A molecular structure, C4H5NO2S, computed with wB97M-V/def2-TZVPD.

E_HOMO	-9.72	eV
total charge	0
relative energy (zero: lowest compared OMol25 entry of this formula, charge and spin)	134.2	kcal/mol

XYZ file:
```
13
C4H5NO2S (wB97M-V/def2-TZVPD)
C 0.21348 -1.09517 -1.17662
C -0.34467 -0.43364 0.05721
C 0.80414 -0.01915 0.94590
C -1.27401 0.92906 -0.01884
H 1.10326 -1.69813 -0.99854
H -0.57575 -1.80661 -1.57745
H 0.22364 -0.38987 -2.31662
H -0.81861 -1.08425 0.58178
H 1.15186 2.10171 1.47310
N 0.29391 1.08961 1.69206
O -0.96192 1.73406 0.90912
O -2.18628 1.11412 -0.85025
S 2.37096 -0.44175 1.27915
```

---

2.
C4H5NO3 in the gas phase, computed with wB97M-V/def2-TZVPD.

E_HOMO	-8.24	eV
SMILES	COc1cnoc1O
total charge	0
relative energy (zero: lowest compared OMol25 entry of this formula, charge and spin)	105.8	kcal/mol

XYZ file:
```
13
C4H5NO3 (wB97M-V/def2-TZVPD)
C -0.34631 2.03056 -0.26377
O 0.76144 1.15166 -0.12331
C 0.67317 -0.15113 0.07220
C 1.68962 -1.16038 0.36852
N 1.09661 -2.30955 0.71552
O -0.30478 -2.14451 0.31549
C -0.40428 -0.92424 -0.24171
O -1.68611 -0.62064 -0.46362
H -1.30262 1.57820 0.30688
H -0.10783 3.03859 0.33335
H -0.48253 1.91755 -1.31736
H 2.74978 -0.97760 0.61213
H -2.33616 -1.42850 -0.31431
```

---

3.
2 unconnected molecules or ions with the total composition C4H5NO3, computed with wB97M-V/def2-TZVPD.

E_HOMO	-8.73	eV
total charge	0
relative energy (zero: lowest compared OMol25 entry of this formula, charge and spin)	207.3	kcal/mol

XYZ file:
```
13
C4H5NO3 (wB97M-V/def2-TZVPD)
C 0.31790 1.57448 -0.74742
C 0.52128 0.30384 -0.13621
C 0.23395 -1.72376 0.42867
C -0.50912 -0.58623 0.18086
H -1.46625 3.37479 0.18394
H 0.69696 2.37460 -0.10028
H 0.70621 1.49315 -1.67890
H -0.29518 -2.60326 1.10208
H -2.20817 0.42613 0.76046
N 1.68795 -0.23384 0.02568
O -1.13912 1.93669 -0.79288
O 1.42865 -1.46625 0.54148
O -1.86870 -0.57524 0.40110
```

---

4.
C4H5NO3 in the gas phase, computed with wB97M-V/def2-TZVPD.

E_HOMO	-9.27	eV
SMILES	[H]/N=C(/C(=C)O)C(=O)O
total charge	0
relative energy (zero: lowest compared OMol25 entry of this formula, charge and spin)	88.2	kcal/mol

XYZ file:
```
13
C4H5NO3 (wB97M-V/def2-TZVPD)
H 1.25668 1.76697 -2.13398
N 1.29342 0.98503 -1.48690
C 0.46850 0.87909 -0.60198
C 0.39824 -0.59930 0.38672
C 0.12899 -1.80327 -0.09642
O 1.03768 -0.29294 1.53901
C -0.94256 0.91031 -0.17315
O -1.85100 0.59305 -0.93113
O -1.11654 1.61059 0.98313
H -0.44941 -1.89438 -1.00121
H 0.44736 -2.70317 0.41233
H 1.39736 -1.09510 1.94110
H -2.06873 1.64312 1.16248
```

---

5.
A gas-phase ion, C4H5NO7S2 (charge -2), computed with wB97M-V/def2-TZVPD.

E_HOMO	-1.77	eV
SMILES	[H]/N=C/CC(C=O)(S(=O)(=O)[O-])S(=O)(=O)[O-]
total charge	-2
relative energy (zero: lowest compared OMol25 entry of this formula, charge and spin)	0.0	kcal/mol

XYZ file:
```
19
C4H5NO7S2 (wB97M-V/def2-TZVPD)
H 3.62134 -0.48211 -1.14275
N 2.99187 -0.98780 -0.55609
C 1.78746 -0.55198 -0.58420
C 0.68549 -0.92898 0.21549
C -0.36805 0.13258 0.21272
C 0.11998 1.62678 0.56700
O -0.47377 2.62615 0.21816
S -1.15387 0.15893 -1.43616
O -0.36331 1.14576 -2.24396
O -2.55959 0.64812 -1.41862
O -1.07114 -1.17487 -2.00859
S -1.63004 -0.28230 1.55609
O -2.43399 0.95259 1.87600
O -2.40229 -1.44385 1.16472
O -0.75357 -0.56273 2.69475
H 1.57455 0.24976 -1.28723
H 0.33397 -1.91202 -0.04817
H 1.00846 -1.00260 1.22486
H 1.08651 1.78857 0.99596
```

---

6.
A molecular structure, C4H5NOS, computed with wB97M-V/def2-TZVPD.

E_HOMO	-9.62	eV
total charge	0
relative energy (zero: lowest compared OMol25 entry of this formula, charge and spin)	70.4	kcal/mol

XYZ file:
```
12
C4H5NOS (wB97M-V/def2-TZVPD)
C -1.33578 1.19138 0.42333
C 1.62495 0.05840 0.05636
C -0.96557 0.15881 -0.61341
C 0.20102 -0.07482 0.37653
N -0.45366 0.88939 1.25594
O 2.10768 -0.29683 -1.00608
S 0.30790 -1.97835 0.82718
H -2.19337 1.73575 0.58567
H 2.14501 0.57682 0.99873
H -1.51327 -0.66394 -0.82407
H -0.63842 0.56438 -1.60772
H 0.71352 -2.16100 -0.47246
```

---

7.
2 unconnected molecules or ions with the total composition C4H5NOS, computed with wB97M-V/def2-TZVPD.

E_HOMO	-8.74	eV
total charge	0
relative energy (zero: lowest compared OMol25 entry of this formula, charge and spin)	111.1	kcal/mol

XYZ file:
```
12
C4H5NOS (wB97M-V/def2-TZVPD)
C 2.36136 -0.70683 1.30002
C -2.71236 0.00997 0.25772
C 1.87872 0.09340 -0.97666
C -1.30079 0.03999 0.00267
N 1.88727 -0.42770 0.22443
O -3.82260 -0.50135 0.36386
S -2.25817 1.64677 -0.18245
H 1.77165 -0.32363 2.07803
H -0.94482 -0.40515 -0.94612
H 1.46088 -0.55147 -1.77532
H 2.25851 1.06033 -1.20908
H -0.57965 0.06568 0.86290
```

---

8.
C4H5NOS in the gas phase, computed with wB97M-V/def2-TZVPD.

E_HOMO (alpha / beta)	-7.73 / -7.73	eV
total charge	0
relative energy (zero: lowest compared OMol25 entry of this formula, charge and spin)	116.7	kcal/mol

XYZ file:
```
12
C4H5NOS (wB97M-V/def2-TZVPD)
C 0.75258 1.58015 0.00969
C 1.19946 0.32801 0.26035
C -0.61738 1.69101 -0.06928
C 0.01903 -0.94087 0.15321
N 0.22712 -2.24011 -0.15591
O -2.58532 -0.08922 0.39057
S -1.35245 0.13685 -0.29871
H 1.20221 2.53777 0.22951
H 2.12380 -0.05200 0.44800
H -1.13907 2.55397 -0.18775
H 0.83333 -2.77093 -0.77089
H -0.66330 -2.73463 -0.00880
```

---

9.
A molecular structure, C4H5NOS, computed with wB97M-V/def2-TZVPD.

E_HOMO	-9.17	eV
total charge	0
relative energy (zero: lowest compared OMol25 entry of this formula, charge and spin)	112.7	kcal/mol

XYZ file:
```
12
C4H5NOS (wB97M-V/def2-TZVPD)
C -1.62173 0.12667 -0.11552
C 1.01959 0.81088 0.28115
C 2.40006 0.21319 0.34826
C 3.50339 -0.39152 -0.07159
H -3.72696 -0.41309 0.14422
H -2.55726 -1.72904 1.05313
H 0.48524 1.05347 1.26066
H 0.91804 1.61849 -0.50955
H 4.57419 -0.77823 -0.26230
N -2.67478 -0.70788 0.25043
O -1.62917 1.23324 -0.20657
S 0.01598 -0.57611 -0.27753
```

---

10.
C4H5NOS2 in the gas phase, computed with wB97M-V/def2-TZVPD.

E_HOMO	-9.12	eV
SMILES	C=CN(S)C(=S)C=O
total charge	0
relative energy (zero: lowest compared OMol25 entry of this formula, charge and spin)	49.1	kcal/mol

XYZ file:
```
13
C4H5NOS2 (wB97M-V/def2-TZVPD)
C 0.31030 1.86025 -1.55491
C 0.54554 1.23961 -0.40888
N 0.04275 -0.04685 -0.07113
S -0.92670 -0.79866 -1.35526
C 0.53005 -0.72135 1.00679
S 1.76593 -0.32554 1.98173
C -0.29897 -1.92480 1.52435
O -1.51007 -1.99023 1.44742
H -0.43276 1.52949 -2.30436
H 0.66982 2.84304 -1.73494
H 1.11738 1.65447 0.39618
H -2.15827 -0.63097 -0.85424
H 0.34499 -2.68846 1.92725
```

---

11.
C4H5NOS2 in the gas phase, computed with wB97M-V/def2-TZVPD.

E_HOMO	-8.91	eV
SMILES	N/C(=C\C=S)C(=O)S
total charge	0
relative energy (zero: lowest compared OMol25 entry of this formula, charge and spin)	78.8	kcal/mol

XYZ file:
```
13
C4H5NOS2 (wB97M-V/def2-TZVPD)
N 0.11581 1.37044 0.35141
C 0.21681 -0.06511 0.08111
C -0.65689 -0.94719 -0.36385
C -2.15381 -0.79304 -0.22881
S -2.89673 -2.23869 0.04453
C 1.62357 -0.40984 0.07496
O 1.92972 -1.50187 0.60284
S 2.70835 1.08051 -0.47256
H 0.93601 1.52097 1.14609
H -0.71182 1.81528 0.64035
H -0.45060 -2.10959 -0.57686
H -2.60726 0.33261 -0.26335
H 1.94685 1.94553 -1.03586
```

---

12.
2 unconnected molecules or ions with the total composition C4H5NOS2, computed with wB97M-V/def2-TZVPD.

E_HOMO	-8.07	eV
total charge	0
relative energy (zero: lowest compared OMol25 entry of this formula, charge and spin)	95.2	kcal/mol

XYZ file:
```
13
C4H5NOS2 (wB97M-V/def2-TZVPD)
C -1.87156 -0.11900 0.02547
C -0.99728 -1.26980 0.18536
C 0.28813 -0.71117 0.09871
C -1.20336 1.05735 0.11446
H -3.68922 -1.00258 0.39171
H -1.25090 -2.35492 0.44548
H 2.86144 -0.43298 0.76015
H 1.44282 2.35926 1.20046
H -1.65469 2.00340 -0.11404
N 0.14507 0.73133 0.08715
O -3.23832 -0.17836 -0.23286
S 1.80516 -1.71879 -0.12003
S 1.31272 1.84323 -0.12840
```

---

13.
2 unconnected molecules or ions with the total composition C4H5NOS2, computed with wB97M-V/def2-TZVPD.

E_HOMO	-8.09	eV
total charge	0
relative energy (zero: lowest compared OMol25 entry of this formula, charge and spin)	100.5	kcal/mol

XYZ file:
```
13
C4H5NOS2 (wB97M-V/def2-TZVPD)
C -1.91306 -0.08947 -0.01986
C -1.04610 -1.22508 0.07934
C 0.25837 -0.75007 0.05856
C -1.06681 1.02508 -0.04218
H -3.83917 -0.87198 0.24629
H -1.46938 -2.18211 -0.02568
H 2.50910 -1.40547 1.05959
H 0.67945 3.12317 1.20520
H -1.50105 2.02819 0.09732
N 0.24205 0.62170 -0.07475
O -3.30907 0.02241 -0.04022
S 1.68608 -1.72234 -0.05399
S 1.50172 1.78574 -0.08307
```

---

14.
A molecular structure, C4H5NOS2, computed with wB97M-V/def2-TZVPD.

E_HOMO	-9.16	eV
total charge	0
relative energy (zero: lowest compared OMol25 entry of this formula, charge and spin)	66.7	kcal/mol

XYZ file:
```
13
C4H5NOS2 (wB97M-V/def2-TZVPD)
C -0.73951 -1.08214 -0.50261
C -0.94463 0.28775 -0.23778
C 0.92592 1.41565 1.22687
C 0.60859 -0.88335 0.39822
H 0.91776 -0.98263 -2.03436
H -1.42491 -1.84476 -0.25411
H -0.89634 1.05248 -1.03865
H -1.74457 0.53159 0.29410
H 1.92807 1.27748 1.45680
N 0.25630 0.41919 0.62679
O 1.65824 -1.51881 0.48993
S -0.59783 -1.42894 -2.26838
S 0.05292 2.75648 1.84318
```

---

15.
C4H5NOS2 in the gas phase, computed with wB97M-V/def2-TZVPD.

E_HOMO	-8.61	eV
SMILES	CSc1cnc(S)o1
total charge	0
relative energy (zero: lowest compared OMol25 entry of this formula, charge and spin)	16.2	kcal/mol

XYZ file:
```
13
C4H5NOS2 (wB97M-V/def2-TZVPD)
C 2.25855 -0.91138 0.55949
S 1.80930 0.11454 -0.86195
C 0.17727 0.54379 -0.46349
C -0.41547 1.71397 -0.04127
N -1.76575 1.52216 0.07490
C -1.94842 0.27978 -0.25516
S -3.47986 -0.55320 -0.26897
O -0.82505 -0.37026 -0.61514
H 3.31299 -1.26935 0.41844
H 2.25650 -0.29402 1.48206
H 1.61505 -1.78250 0.67428
H 0.02739 2.61846 0.16899
H -3.02249 -1.61200 -0.87219
```

---

16.
A molecular structure, C4H5NP2, computed with wB97M-V/def2-TZVPD.

E_HOMO	-7.99	eV
total charge	0
relative energy (zero: lowest compared OMol25 entry of this formula, charge and spin)	62.0	kcal/mol

XYZ file:
```
12
C4H5NP2 (wB97M-V/def2-TZVPD)
C 1.38605 1.05082 -0.66116
C 1.83509 1.48037 0.63563
C 0.52485 0.36313 0.27334
C 0.29607 -1.05496 0.53509
N 0.12055 2.18848 -3.08430
P 0.23080 1.81414 1.34666
P 0.84841 0.86462 -2.90400
H 0.36952 -1.48072 1.55733
H -0.76135 -1.47309 0.29397
H 0.96847 -1.66549 -0.09121
H 0.16988 2.92805 -2.48721
H 0.36654 1.22658 2.75784
```

---

17.
C4H5NS in the gas phase, computed with wB97M-V/def2-TZVPD.

E_HOMO	-8.57	eV
SMILES	C#CC(=S)NC
total charge	0
relative energy (zero: lowest compared OMol25 entry of this formula, charge and spin)	45.0	kcal/mol

XYZ file:
```
11
C4H5NS (wB97M-V/def2-TZVPD)
C -0.83506 -1.03091 -1.97961
C -0.87866 -0.89025 -0.75586
C -0.77117 -0.71207 0.65137
S -1.53540 -1.68990 1.71176
N 0.08948 0.26443 1.04167
C 0.96045 1.08805 0.23433
H -0.74818 -1.24402 -3.00411
H 0.17478 0.28160 2.04524
H 1.06656 2.09248 0.71483
H 0.49659 1.17840 -0.77722
H 1.98061 0.66218 0.11761
```

---

18.
C4H5NS in the gas phase, computed with wB97M-V/def2-TZVPD.

E_HOMO	-8.83	eV
SMILES	C1=NS[C@@H]2C[C@@H]12
total charge	0
relative energy (zero: lowest compared OMol25 entry of this formula, charge and spin)	85.8	kcal/mol

XYZ file:
```
11
C4H5NS (wB97M-V/def2-TZVPD)
C -0.74578 -1.30739 0.18722
N -1.22472 -0.96371 1.35871
S -0.75860 0.68844 1.80590
C 0.50367 0.60720 0.55547
C 0.91183 0.83370 -0.88967
C -0.21494 -0.07651 -0.55055
H -1.05051 -2.33312 -0.10095
H 1.28099 0.00996 1.04608
H 0.57849 1.68896 -1.47295
H 1.86948 0.40921 -1.13416
H -1.14990 0.44326 -0.80509
```

---

| no. | energy (Eh) |
| --- | --- |
| 1 | -758.6663 |
| 2 | -435.7518 |
| 3 | -435.5902 |
| 4 | -435.7799 |
| 5 | -1533.2375 |
| 6 | -683.4958 |
| 7 | -683.4309 |
| 8 | -683.4219 |
| 9 | -683.4283 |
| 10 | -1081.7150 |
| 11 | -1081.6676 |
| 12 | -1081.6416 |
| 13 | -1081.6331 |
| 14 | -1081.6870 |
| 15 | -1081.7674 |
| 16 | -892.6311 |
| 17 | -608.2790 |
| 18 | -608.2140 |